{"formula": "O6PS", "method": "ωB97M-V/def2-TZVPD", "species": ["O", "O", "O", "O", "O", "O", "P", "S"], "positions_angstrom": [[-0.534807, -0.557204, 2.322290], [-0.293315, 1.814193, 1.370091], [0.438721, 0.664303, -2.066870], [0.053075, -1.653220, -1.503179], [1.492750, -0.320203, -0.077125], [-1.086789, -0.016418, -0.176892], [-0.524512, 0.406208, 1.220263], [0.454876, -0.337659, -1.088577]], "forces_ev_per_a": [[-0.11, -0.27, -0.45], [0.46, 2.02, 0.08], [0.37, 1.82, -1.12], [0.68, -0.07, -0.34], [-0.57, 0.82, 0.64], [1.42, 0.22, 0.63], [-0.60, -1.26, 0.81], [-1.65, -3.29, -0.25]], "mulliken_charge": [-0.59, -0.56, -0.55, -0.59, -0.61, -0.34, 1.02, 1.22], "homo_energy_ev": -6.786, "charge": -1, "mol_weight_g_mol": 159.03, "fmax_ev_per_a": 3.7}

=====

{"formula": "H6O3", "method": "ωB97M-V/def2-TZVPD", "species": ["O", "H", "H", "O", "H", "H", "O", "H", "H"], "positions_angstrom": [[-0.015649, 0.939031, 2.235953], [-0.850559, 0.932561, 1.767863], [0.526531, 0.303661, 1.768423], [-0.662849, -0.013489, -1.653257], [-0.487969, -0.371449, -2.523607], [-1.161629, 0.786581, -1.818597], [1.141751, -0.637339, 0.266823], [0.946401, -1.563929, 0.406443], [0.563971, -0.375629, -0.450047]], "forces_ev_per_a": [[-0.30, 0.52, 0.65], [-0.14, -0.02, -0.05], [0.33, -0.30, -0.49], [-0.16, -0.07, -0.10], [0.10, -0.17, -0.25], [-0.12, 0.29, 0.09], [0.66, -0.29, 0.52], [0.04, -0.27, 0.07], [-0.41, 0.31, -0.44]], "mulliken_charge": [-0.65, 0.28, 0.40, -0.67, 0.31, 0.32, -0.71, 0.32, 0.40], "homo_energy_ev": -10.594, "smiles": "O.O.O", "mol_weight_g_mol": 54.05, "fmax_ev_per_a": 0.9}

=====

{"formula": "C2HFO5S2", "method": "ωB97M-V/def2-TZVPD", "species": ["C", "C", "O", "O", "O", "O", "O", "F", "S", "S", "H"], "positions_angstrom": [[0.003358, -0.140854, 0.760167], [0.662820, -0.090061, -0.273474], [1.944744, -2.066051, 0.265643], [5.064102, 1.679414, 0.769190], [2.867710, -1.080741, -1.708220], [5.422083, -0.748051, 0.712216], [3.072124, 0.109695, 0.519257], [0.470631, 0.845581, -1.863100], [2.270122, -0.819276, -0.412222], [4.830350, 0.419669, 0.065708], [-1.032788, 0.208106, 1.135251]], "forces_ev_per_a": [[-4.23, 1.04, 1.96], [1.74, 0.88, -2.26], [1.10, -0.01, 0.11], [-0.10, 0.08, 0.41], [-0.09, 1.43, 0.39], [0.34, 0.02, 0.24], [-0.10, 0.20, -0.47], [-0.03, -0.46, 0.80], [-1.70, -2.63, 0.37], [0.89, -0.03, -0.75], [2.18, -0.53, -0.79]], "mulliken_charge": [-0.42, -0.07, -0.63, -0.57, -0.64, -0.56, -0.31, -0.66, 1.09, 0.54, 0.23], "homo_energy_ev": -0.700, "charge": -2, "mol_weight_g_mol": 188.16, "fmax_ev_per_a": 4.8}

=====

{"formula": "C3H3N2O", "method": "ωB97M-V/def2-TZVPD", "species": ["C", "C", "C", "N", "N", "O", "H", "H", "H"], "positions_angstrom": [[0.431973, 1.650970, 1.003050], [-1.587959, 0.852577, -0.242388], [0.907779, -2.683288, -0.986366], [-0.555909, 1.280830, 0.313468], [0.350350, -1.976527, -0.267034], [-2.525436, 0.507968, -0.770595], [1.244005, -3.419896, -1.742584], [1.070909, 0.981278, 1.703267], [0.664287, 2.806087, 0.989182]], "forces_ev_per_a": [[1.28, 1.84, 1.31], [2.13, 0.48, 0.97], [-0.68, -0.45, -0.45], [-1.52, -0.80, -0.66], [0.71, -0.24, -0.54], [-0.38, -0.14, -0.17], [-0.09, 0.89, 0.99], [-1.25, 0.74, -1.45], [-0.20, -2.31, -0.01]], "mulliken_charge": [-0.07, 0.63, 0.09, -0.04, -0.37, -0.13, 0.29, 0.32, 0.29], "homo_energy_ev": -16.245, "charge": 1, "mol_weight_g_mol": 83.07, "fmax_ev_per_a": 2.6}

=====

{"formula": "C16H29CrF3N3O20Ti", "method": "ωB97M-V/def2-TZVPD", "species": ["Cr", "Ti", "N", "O", "O", "O", "N", "O", "O", "O", "N", "O", "O", "O", "C", "C", "O", "C", "O", "O", "C", "H", "H", "H", "H", "H", "H", "H", "H", "C", "C", "O", "C", "O", "O", "C", "H", "H", "H", "H", "H", "H", "H", "H", "C", "C", "O", "C", "O", "O", "C", "H", "H", "H", "H", "H", "H", "H", "H", "C", "C", "O", "C", "O", "C", "F", "F", "F", "H", "H", "H", "H", "H"], "positions_angstrom": [[5.306747, -1.747196, 1.382832], [1.478527, 0.546564, 0.535522], [2.931087, -0.417766, 3.339662], [2.929737, -1.034266, 4.383232], [2.086117, 0.323284, 3.006082], [3.838267, -0.484596, 2.509152], [4.800417, 0.375554, -0.860428], [5.627917, -0.265416, -0.180668], [5.072667, 0.795144, -1.954218], [3.682127, 0.420094, -0.460988], [2.684897, -2.787796, -0.268658], [1.794777, -2.000736, 0.022382], [3.705957, -2.688946, 0.391372], [2.704917, -3.574736, -1.199008], [2.492827, 3.915794, 2.742362], [1.452047, 4.445434, 1.753542], [2.044547, 4.592294, 0.499382], [1.897317, 3.650814, -0.500458], [1.353767, 2.596044, -0.372798], [2.501787, 4.074504, -1.503328], [2.495187, 3.387554, -2.743978], [2.254937, 3.880404, 3.805492], [3.325627, 4.618814, 2.724992], [2.829277, 2.928794, 2.424952], [1.164257, 5.459094, 2.032432], [0.556447, 3.826044, 1.801972], [3.429287, 2.870374, -2.963278], [2.383207, 4.126824, -3.537098], [1.679677, 2.666084, -2.794098], [-2.668213, 2.307454, -0.401358], [-1.883063, 3.307514, 0.471652], [-2.086693, 2.874394, 1.829702], [-1.343543, 1.797324, 2.325132], [-0.657663, 0.983124, 1.649542], [-1.619103, 1.787084, 3.696142], [-1.085323, 0.678364, 4.426882], [-3.727393, 2.267084, -0.147188], [-2.192073, 1.362224, -0.140748], [-2.475103, 2.654304, -1.416498], [-2.487763, 4.212564, 0.413982], [-0.868383, 3.493984, 0.119862], [-1.379903, 0.758904, 5.473232], [-0.019163, 0.480374, 4.316392], [-1.535993, -0.280866, 4.172172], [-0.936013, -2.947376, 1.826252], [-1.664793, -2.895636, 0.510102], [-1.184143, -3.889216, -0.443848], [-2.013483, -4.410686, -1.337198], [-3.149323, -4.048156, -1.633508], [-1.468163, -5.547266, -1.890148], [-0.119633, -5.957516, -1.932748], [-0.759563, -3.906756, 2.312612], [-1.390153, -2.209146, 2.487222], [0.055277, -2.497196, 1.773392], [-1.551813, -1.901416, 0.077812], [-2.723003, -3.083026, 0.692272], [0.297627, -5.344836, -2.731888], [-0.070603, -6.997326, -2.255998], [0.531797, -5.611696, -1.130158], [-1.186843, -1.816046, -3.644278], [-1.510023, -0.361206, -3.274518], [-2.414993, -0.283436, -2.218678], [-3.761773, -0.499526, -2.455668], [-4.216083, -0.599506, -3.602108], [-4.638733, -0.544226, -1.165598], [-5.565873, 0.502014, -1.284488], [-5.297603, -1.622866, -1.095718], [-3.937523, -0.357456, -0.052368], [-2.027973, -2.414336, -3.994498], [-0.699633, -2.310706, -2.804018], [-0.471073, -1.892776, -4.462748], [-1.938073, 0.058774, -4.184728], [-0.662813, 0.206664, -2.889988]], "forces_ev_per_a": [[-0.35, 0.44, 0.07], [1.54, -0.89, 0.85], [4.28, -3.15, 0.82], [-0.19, -0.24, 0.63], [-7.40, 4.80, -1.71], [2.85, -1.15, -0.93], [3.08, -2.05, -1.05], [1.37, 0.16, 0.31], [0.87, 1.17, -1.34], [-6.44, 1.04, 2.42], [2.69, -0.48, -1.09], [-3.68, 2.09, -0.10], [2.07, -0.46, 1.79], [-1.83, -0.16, -0.50], [0.54, 0.42, -0.26], [-0.25, -0.10, 2.34], [-0.20, -1.21, -2.69], [1.13, 2.59, 3.71], [-1.69, -3.10, 0.75], [1.44, 1.51, -2.25], [-0.14, -0.67, -1.38], [-0.78, -0.13, -0.21], [0.30, -0.20, -0.28], [0.16, -0.04, 0.13], [-0.14, -0.06, 0.02], [-0.03, -0.07, -0.58], [0.11, -0.03, 0.69], [-0.21, 0.13, 0.30], [0.03, 0.10, 0.10], [1.68, 0.52, 0.55], [-2.68, -0.41, -0.73], [2.79, -1.94, 1.57], [-1.18, 0.62, 0.24], [-0.98, 2.18, 1.73], [1.14, -0.52, -3.37], [0.02, -1.60, 0.66], [0.16, 0.23, -0.08], [-0.35, -0.24, -0.87], [-0.34, -0.63, -0.29], [0.59, 0.41, 0.33], [0.03, -0.36, 0.58], [0.26, 0.77, -0.12], [0.11, 0.76, -0.07], [-0.42, 0.15, -0.70], [1.33, 0.79, 0.21], [-0.53, -0.45, -0.22], [0.31, 0.44, 0.69], [-0.83, -1.17, -0.71], [2.30, -0.40, 0.73], [-2.28, 0.80, 0.47], [1.12, 1.88, -1.00], [-0.66, -0.07, -0.16], [-0.65, -0.41, 0.26], [0.34, -0.26, -0.56], [-0.06, -0.05, -0.20], [-0.07, 0.00, -0.31], [0.32, -0.31, -0.52], [-0.13, 0.11, 0.62], [-0.49, -0.73, 0.72], [0.75, -0.15, 0.34], [0.19, -1.02, -1.80], [-3.20, -0.46, 1.86], [1.23, 0.17, -3.65], [0.85, 0.14, 3.66], [0.20, 2.91, -1.21], [1.24, -0.96, 0.33], [-1.15, -2.16, 0.20], [-0.02, 0.01, 0.11], [-0.34, 0.34, 0.38], [-0.15, -0.17, 0.12], [0.15, 0.47, -0.04], [0.05, 0.64, 0.18], [0.20, -0.13, -0.46]], "mulliken_spin": [4.93, 1.88, -0.01, 0.01, 0.01, 0.00, -0.02, 0.02, 0.02, 0.02, -0.01, 0.02, 0.02, 0.02, 0.00, 0.02, 0.00, 0.00, 0.03, 0.00, 0.00, 0.00, 0.00, 0.01, 0.00, -0.01, 0.00, 0.00, 0.00, 0.00, 0.01, 0.00, 0.02, -0.03, 0.00, 0.00, 0.00, 0.01, 0.00, 0.00, 0.00, 0.00, 0.00, 0.00, 0.01, -0.01, 0.00, 0.00, 0.00, 0.00, 0.00, 0.00, 0.00, 0.01, 0.01, 0.00, 0.00, 0.00, 0.00, 0.00, 0.00, 0.01, 0.00, 0.00, 0.00, 0.00, 0.00, 0.00, 0.00, 0.00, 0.00, 0.00, 0.00], "homo_energy_ev": [-6.317, -9.510], "multiplicity": 8, "mol_weight_g_mol": 740.27, "fmax_ev_per_a": 9.0}

=====

{"formula": "C6H10", "method": "ωB97M-V/def2-TZVPD", "species": ["C", "C", "C", "C", "C", "C", "H", "H", "H", "H", "H", "H", "H", "H", "H", "H"], "positions_angstrom": [[1.796182, -0.155667, 0.229936], [0.609176, -1.149258, 0.174054], [-0.312751, 0.013032, -0.189966], [0.872184, 0.995545, -0.248652], [-1.521045, 0.477678, 0.554734], [-1.686254, -0.184049, -0.778400], [2.618169, -0.385897, -0.452329], [2.202729, -0.012981, 1.235390], [0.719840, -1.887212, -0.631394], [0.356195, -1.685090, 1.094900], [1.147463, 1.496359, -1.180471], [0.737441, 1.761461, 0.523235], [-1.821612, 0.012955, 1.485859], [-1.606431, 1.564019, 0.532934], [-2.101760, 0.363697, -1.619512], [-2.009533, -1.224591, -0.730319]], "forces_ev_per_a": [[0.21, -0.01, 0.03], [-0.05, -0.13, 0.10], [-0.08, 0.01, 0.14], [0.02, 0.17, -0.10], [-0.09, 0.04, 0.28], [-0.02, -0.03, -0.18], [-0.10, -0.03, 0.13], [-0.03, 0.04, -0.19], [-0.13, 0.19, 0.13], [0.12, 0.08, -0.05], [-0.06, -0.26, -0.04], [0.11, 0.01, -0.27], [-0.17, -0.13, -0.12], [-0.09, -0.22, 0.19], [0.24, 0.07, 0.13], [0.11, 0.20, -0.18]], "mulliken_charge": [-0.37, -0.83, 0.85, -0.81, -0.92, -0.56, 0.24, 0.26, 0.23, 0.31, 0.31, 0.27, 0.26, 0.26, 0.25, 0.25], "homo_energy_ev": -9.609, "smiles": "C1CC2(C1)CC2", "mol_weight_g_mol": 82.15, "fmax_ev_per_a": 0.3}